Density functional theory data (ωB97M-V with the def2-TZVPD basis set) for a 2-piece molecular cluster, C3H6N2O2S overall in a non-equilibrium geometry.

- E (hartree) = -775.878054
- relative energy (zero: lowest compared OMol25 entry of this formula, charge and spin) (kJ/mol) = 688.2
- HOMO level (eV) = -8.97
- LUMO (eV) = -0.398
- gap between HOMO and LUMO (eV) = 8.570

XYZ file:
```
14
Properties=species:S:1:pos:R:3:mulliken_charge:R:1
C 2.39 -0.23 -0.26 -1.053
C 1.06 0.16 0.10 0.456
C -1.07 -0.13 -0.19 0.588
H 2.99 0.62 -0.16 0.384
H 2.70 -0.98 0.67 0.254
H 2.43 -0.96 -1.34 0.264
H 0.93 0.30 1.18 0.251
H -2.29 -1.55 0.60 0.300
H -2.75 1.77 0.36 0.280
N -1.00 1.15 0.00 -0.420
N -2.24 -0.80 -0.09 -0.358
O 0.46 1.37 -0.38 -0.387
O 0.13 -0.86 -0.28 -0.340
S -3.74 0.15 -0.23 -0.220
```

=====

Density functional theory data (ωB97M-V with the def2-TZVPD basis set) for a single C3H6N2O2S molecule in a non-equilibrium geometry.

- E (hartree) = -776.043104
- SMILES = CON(C=S)C(N)=O
- relative energy (zero: lowest compared OMol25 entry of this formula, charge and spin) (kJ/mol) = 254.8
- HOMO level (eV) = -9.24
- LUMO (eV) = -0.015
- gap between HOMO and LUMO (eV) = 9.225

XYZ file:
```
14
Properties=species:S:1:pos:R:3:mulliken_charge:R:1
C 1.62 -1.30 0.41 -0.549
O 0.81 -0.97 -0.72 -0.316
N -0.26 -0.18 -0.42 0.145
C -1.42 -0.84 -0.34 0.009
S -2.96 -0.31 -0.07 -0.400
C 0.11 1.22 -0.23 0.453
N -0.91 2.06 0.06 -0.236
O 1.27 1.59 -0.34 -0.585
H 2.36 -2.01 -0.01 0.239
H 2.07 -0.39 0.83 0.260
H 1.01 -1.79 1.17 0.286
H -1.21 -1.87 -0.53 0.365
H -0.65 3.05 0.09 0.260
H -1.84 1.73 0.11 0.067
```

=====

Density functional theory data (ωB97M-V with the def2-TZVPD basis set) for a single C3H6N2O3 molecule in a non-equilibrium geometry.

- E (hartree) = -453.054196
- SMILES = C=C(C(=O)O)N(N)O
- relative energy (zero: lowest compared OMol25 entry of this formula, charge and spin) (kJ/mol) = 385.5
- HOMO level (eV) = -9.12
- LUMO (eV) = 0.653
- gap between HOMO and LUMO (eV) = 9.773

XYZ file:
```
14
Properties=species:S:1:pos:R:3:mulliken_charge:R:1
C -1.27 -1.28 0.48 -0.951
C -0.33 -0.36 0.26 0.472
C -0.11 0.70 1.35 0.405
O -1.00 1.31 1.87 -0.533
O 1.17 0.86 1.68 -0.421
N 0.63 -0.33 -0.73 0.218
N 1.03 0.91 -1.16 -0.481
O 0.25 -1.26 -1.79 -0.461
H -1.47 -2.08 -0.21 0.358
H -1.84 -1.24 1.39 0.278
H 1.26 1.51 2.39 0.343
H 0.35 1.39 -1.76 0.215
H 1.95 0.87 -1.59 0.220
H -0.61 -1.00 -2.17 0.338
```

=====

Density functional theory data (ωB97M-V with the def2-TZVPD basis set) for a single C3H6N2O3 molecule in a non-equilibrium geometry.

- E (hartree) = -453.137357
- SMILES = NC(=O)CNC(=O)O
- relative energy (zero: lowest compared OMol25 entry of this formula, charge and spin) (kJ/mol) = 167.2
- HOMO level (eV) = -8.58
- LUMO (eV) = 0.684
- gap between HOMO and LUMO (eV) = 9.269

XYZ file:
```
14
Properties=species:S:1:pos:R:3:mulliken_charge:R:1
N 1.52 -1.59 -0.02 -0.400
C 1.02 -0.41 -0.44 0.634
O 1.37 0.20 -1.42 -0.609
C 0.53 0.68 1.02 -0.675
N -0.77 1.08 0.54 -0.122
C -1.41 0.27 -0.29 0.607
O -0.91 -0.82 -0.66 -0.584
O -2.48 0.81 -0.91 -0.491
H 1.10 -2.03 0.78 0.193
H 2.27 -1.98 -0.58 0.231
H 0.43 -0.01 1.86 0.262
H 1.15 1.56 1.20 0.338
H -1.04 2.05 0.53 0.266
H -2.77 0.21 -1.61 0.350
```

=====

Density functional theory data (ωB97M-V with the def2-TZVPD basis set) for a single C3H6N2O3 molecule in a non-equilibrium geometry.

- E (hartree) = -452.982371
- SMILES = [H]/N=C\N(O)CC(=O)O
- relative energy (zero: lowest compared OMol25 entry of this formula, charge and spin) (kJ/mol) = 574.1
- HOMO level (eV) = -10.15
- LUMO (eV) = -0.252
- gap between HOMO and LUMO (eV) = 9.900

XYZ file:
```
14
Properties=species:S:1:pos:R:3:mulliken_charge:R:1
H -2.83 0.56 -0.31 0.285
N -2.87 -0.41 -0.37 -0.517
C -1.69 -0.77 -0.32 -0.006
N -0.45 0.13 -0.39 0.050
O -0.43 1.51 0.01 -0.512
C 0.61 -0.52 0.42 -0.599
C 2.04 -0.25 -0.20 0.579
O 2.99 -1.02 -0.28 -0.544
O 1.99 1.09 -0.65 -0.561
H -1.50 -1.83 -0.75 0.304
H -0.22 1.33 1.17 0.449
H 0.41 -1.53 0.47 0.434
H 0.83 0.04 1.45 0.161
H 1.12 1.67 -0.25 0.477
```

=====

Density functional theory data (ωB97M-V with the def2-TZVPD basis set) for a single C3H6N2O3 molecule in a non-equilibrium geometry.

- E (hartree) = -453.002925
- SMILES = [H]/N=C\NOCOC=O
- relative energy (zero: lowest compared OMol25 entry of this formula, charge and spin) (kJ/mol) = 520.1
- HOMO level (eV) = -8.89
- LUMO (eV) = 0.481
- gap between HOMO and LUMO (eV) = 9.367

XYZ file:
```
14
Properties=species:S:1:pos:R:3:mulliken_charge:R:1
H -2.40 1.76 0.32 0.251
N -2.36 1.36 1.28 -0.648
C -1.23 0.92 1.73 0.126
N 0.00 0.72 1.06 -0.147
O 0.27 1.09 -0.14 -0.297
C -0.15 -0.03 -1.07 -0.521
O 0.99 -0.51 -1.64 -0.312
C 1.60 -1.52 -1.00 0.374
O 0.89 -1.93 -0.06 -0.589
H -0.97 0.53 2.76 0.313
H 0.34 -0.17 1.11 0.356
H -0.85 0.51 -1.80 0.248
H -0.70 -0.84 -0.61 0.520
H 2.54 -1.89 -1.50 0.327
```